{
  "formula": "C8H8N2O",
  "method": "wB97M-V/def2-TZVPD",
  "smiles": "C1=NCn2cccc21.C#CO",
  "e_homo_ha": -0.3196,
  "spin_multiplicity": 1,
  "e_lumo_ev": 0.34,
  "species": ["C", "C", "C", "C", "C", "C", "C", "C", "N", "N", "O", "H", "H", "H", "H", "H", "H", "H", "H"],
  "coordinates": [[-1.126, -0.180, -2.845], [-1.431, -0.948, -1.712], [-0.225, 0.813, -2.619], [-0.648, -0.388, -0.768], [1.045, 1.135, -0.298], [-0.256, -0.448, 0.592], [0.877, -0.523, 3.908], [0.286, -0.085, 4.838], [0.636, 0.452, 0.887], [0.085, 0.677, -1.319], [1.930, -0.909, 3.181], [-1.555, -0.298, -3.828], [-1.913, -1.982, -1.634], [0.048, 1.647, -3.412], [1.995, 0.933, -0.702], [-0.354, 0.241, 5.617], [0.950, 2.196, -0.120], [-0.787, -0.998, 1.383], [1.843, -0.434, 2.315]],
  "mulliken_charge": [-0.411, -0.670, -0.290, 0.261, -0.531, 0.022, 0.059, -0.389, -0.575, 0.140, -0.479, 0.394, 0.303, 0.290, 0.341, 0.427, 0.325, 0.384, 0.398]
}

***

{
  "formula": "C5H10N3",
  "method": "wB97M-V/def2-TZVPD",
  "smiles": "C[C@@H]1[C@H]2N=CN([NH3+])[C@@H]12",
  "e_homo_ha": -0.4858,
  "spin_multiplicity": 1,
  "e_lumo_ev": -4.27,
  "total_charge": 1,
  "species": ["C", "C", "C", "C", "C", "N", "N", "N", "H", "H", "H", "H", "H", "H", "H", "H", "H", "H"],
  "coordinates": [[-1.363, -0.823, -1.030], [0.465, -0.420, 1.000], [0.631, -1.239, -0.253], [0.433, 0.383, -0.273], [1.725, -0.367, 2.006], [-0.522, -1.780, -0.847], [-0.898, 0.431, -0.725], [-1.554, 1.669, -1.287], [-2.249, -0.944, -1.460], [-0.455, -0.653, 1.524], [1.475, -1.753, -0.445], [1.068, 1.092, -0.609], [2.744, -0.204, 1.474], [1.797, -1.373, 2.448], [1.520, 0.479, 2.680], [-1.822, 2.170, -0.476], [-2.307, 1.275, -1.892], [-0.688, 2.057, -1.835]],
  "mulliken_charge": [-0.253, -0.019, -0.297, -0.328, -1.298, -0.510, -0.027, -0.205, 0.437, 0.362, 0.531, 0.502, 0.282, 0.362, 0.358, 0.336, 0.346, 0.420]
}

***

{
  "formula": "C3H6HgNO4S",
  "method": "wB97M-V/def2-TZVPD",
  "e_homo_ha": [-0.2928, -0.3777],
  "spin_multiplicity": 2,
  "e_lumo_ev": [-0.64, -1.07],
  "species": ["O", "C", "C", "O", "C", "Hg", "H", "H", "H", "H", "H", "H", "N", "S", "O", "O"],
  "coordinates": [[1.797, 0.563, 0.159], [1.424, 1.449, 1.146], [0.135, 1.049, 1.861], [-0.955, 0.998, 0.941], [-1.188, -0.160, 0.313], [0.762, -0.326, -1.050], [1.285, 2.475, 0.749], [2.195, 1.524, 1.939], [-0.132, 1.797, 2.619], [0.248, 0.064, 2.341], [-2.057, -0.127, -0.348], [-0.980, -1.083, 0.874], [0.212, -0.825, -2.891], [-0.553, -2.084, -2.944], [-1.539, -2.392, -3.978], [-0.655, -2.923, -1.731]],
  "lowdin_spin": [0.072, 0.010, 0.010, 0.219, 0.471, 0.109, 0.000, 0.005, 0.002, 0.001, 0.028, 0.031, 0.020, 0.011, 0.010, 0.000]
}

***

{
  "formula": "C4H5Br2N3O2",
  "method": "wB97M-V/def2-TZVPD",
  "smiles": "CN1N=C(Br)C=[N+]([O-])O[C@@H]1Br",
  "e_homo_ha": [-0.3139, -0.3139],
  "spin_multiplicity": 1,
  "e_lumo_ev": [-0.31, -0.31],
  "species": ["C", "C", "C", "C", "N", "N", "N", "O", "O", "Br", "Br", "H", "H", "H", "H", "H"],
  "coordinates": [[0.745, 0.954, -1.265], [-0.481, 0.882, -1.997], [-0.879, -0.580, 0.640], [1.326, -0.750, 1.824], [1.135, 0.488, -0.143], [0.507, -0.232, 0.756], [-1.604, 0.508, -1.458], [-2.676, 0.262, -1.961], [-1.581, 0.429, 0.015], [2.140, 1.879, -2.204], [-1.739, -0.746, 2.419], [-0.494, 1.094, -3.055], [-1.031, -1.561, 0.163], [0.962, -0.407, 2.795], [1.334, -1.842, 1.809], [2.335, -0.377, 1.663]],
  "mulliken_charge": [0.406, -0.409, -0.044, -1.001, -0.667, 0.521, 0.696, -0.625, -0.355, -0.184, -0.183, 0.405, 0.452, 0.327, 0.319, 0.342]
}

***

{
  "formula": "C33H92AgN5O11",
  "method": "wB97M-V/def2-TZVPD",
  "e_homo_ha": -0.2917,
  "spin_multiplicity": 1,
  "e_lumo_ev": 0.54,
  "species": ["Ag", "C", "C", "C", "O", "H", "H", "H", "H", "H", "H", "H", "C", "C", "O", "H", "H", "H", "H", "H", "H", "C", "C", "O", "H", "H", "H", "H", "H", "H", "C", "C", "O", "H", "H", "H", "H", "H", "H", "C", "C", "O", "H", "H", "H", "H", "H", "H", "C", "C", "O", "H", "H", "H", "H", "H", "H", "C", "C", "C", "O", "C", "N", "H", "H", "H", "H", "H", "H", "H", "H", "H", "H", "H", "C", "C", "C", "O", "C", "N", "H", "H", "H", "H", "H", "H", "H", "H", "H", "H", "H", "C", "C", "C", "O", "C", "N", "H", "H", "H", "H", "H", "H", "H", "H", "H", "H", "H", "C", "C", "C", "O", "C", "N", "H", "H", "H", "H", "H", "H", "H", "H", "H", "H", "H", "C", "C", "C", "O", "C", "N", "H", "H", "H", "H", "H", "H", "H", "H", "H", "H", "H"],
  "coordinates": [[0.890, 0.402, 0.234], [-2.503, 0.966, -2.285], [-1.281, 0.118, -1.900], [-1.002, -1.028, -2.845], [-0.159, 0.954, -1.897], [-2.308, 1.363, -3.277], [-2.628, 1.793, -1.603], [-3.440, 0.390, -2.324], [-1.491, -0.266, -0.886], [-1.801, -1.779, -2.792], [-0.091, -1.516, -2.487], [-0.808, -0.678, -3.866], [3.168, 1.046, -5.807], [2.173, 1.574, -4.732], [1.824, 0.548, -3.809], [3.505, 1.809, -6.515], [2.707, 0.215, -6.315], [4.048, 0.640, -5.295], [1.236, 1.900, -5.219], [2.601, 2.436, -4.201], [1.058, 0.846, -3.216], [-1.648, 4.532, -2.971], [-0.433, 3.883, -3.696], [0.383, 3.198, -2.790], [-2.307, 5.087, -3.652], [-1.333, 5.226, -2.189], [-2.275, 3.803, -2.439], [0.107, 4.689, -4.209], [-0.744, 3.159, -4.457], [-0.110, 2.378, -2.426], [1.104, -1.602, 3.576], [-0.260, -1.753, 2.971], [-0.246, -1.610, 1.529], [1.614, -2.568, 3.641], [1.064, -1.139, 4.561], [1.722, -0.949, 2.945], [-0.911, -0.995, 3.388], [-0.693, -2.735, 3.178], [-0.382, -2.484, 1.082], [2.302, -4.340, -4.754], [1.860, -2.921, -4.463], [2.921, -2.058, -4.489], [2.582, -4.519, -5.782], [1.445, -4.981, -4.496], [3.152, -4.736, -4.169], [1.379, -2.962, -3.479], [1.045, -2.627, -5.172], [2.594, -1.160, -4.386], [5.578, -0.567, -3.032], [5.468, -1.937, -2.380], [5.673, -1.812, -0.992], [4.752, 0.096, -2.816], [5.491, -0.731, -4.114], [6.552, -0.108, -2.892], [6.194, -2.673, -2.728], [4.506, -2.421, -2.484], [5.484, -2.646, -0.576], [3.338, 2.877, -1.103], [4.006, 1.594, -0.522], [4.109, 1.701, 0.978], [2.821, 1.884, 1.570], [2.931, 2.225, 2.932], [3.169, 0.444, -0.880], [2.432, 3.066, -0.517], [3.119, 2.760, -2.171], [4.036, 3.714, -1.065], [4.987, 1.459, -0.971], [4.775, 2.543, 1.203], [4.566, 0.763, 1.340], [3.363, 1.443, 3.580], [1.954, 2.425, 3.371], [3.498, 3.159, 3.100], [3.793, -0.356, -0.816], [2.903, 0.535, -1.869], [-0.236, 3.976, 0.774], [-1.105, 2.989, 1.503], [-2.592, 3.484, 1.607], [-3.299, 2.510, 2.372], [-4.672, 2.652, 2.198], [-0.919, 1.676, 0.865], [0.820, 3.727, 0.957], [-0.432, 5.009, 1.036], [-0.386, 3.837, -0.285], [-0.754, 2.943, 2.541], [-2.972, 3.461, 0.571], [-2.600, 4.498, 2.044], [-5.002, 2.347, 1.200], [-4.975, 3.691, 2.311], [-5.203, 2.033, 2.921], [-1.611, 0.978, 1.116], [-1.004, 1.791, -0.155], [-1.303, 1.744, 5.318], [-2.046, 3.026, 5.635], [-3.561, 2.760, 5.847], [-4.234, 3.890, 6.353], [-4.592, 4.891, 5.462], [-1.448, 3.532, 6.910], [-0.198, 1.865, 5.361], [-1.541, 1.268, 4.354], [-1.501, 0.980, 6.067], [-1.960, 3.727, 4.806], [-3.550, 2.091, 6.713], [-4.034, 2.286, 4.979], [-3.794, 5.604, 5.181], [-5.287, 5.550, 5.998], [-5.152, 4.518, 4.597], [-0.525, 3.879, 6.671], [-2.008, 4.334, 7.153], [2.171, -3.591, -0.609], [1.195, -4.653, -0.094], [1.589, -5.259, 1.266], [2.841, -5.867, 1.120], [3.324, -6.493, 2.321], [-0.070, -3.994, -0.073], [3.216, -3.879, -0.406], [1.991, -2.636, -0.084], [2.037, -3.373, -1.670], [1.199, -5.489, -0.817], [0.817, -5.977, 1.601], [1.649, -4.430, 2.018], [3.411, -5.759, 3.116], [4.303, -6.930, 2.149], [2.640, -7.300, 2.654], [-0.883, -4.539, -0.312], [-0.152, -3.228, -0.733], [-5.465, -3.003, -1.832], [-4.454, -3.721, -0.865], [-3.575, -2.693, -0.181], [-4.413, -1.852, 0.550], [-3.909, -0.757, 1.188], [-5.193, -4.527, 0.132], [-4.968, -2.505, -2.688], [-5.973, -2.245, -1.226], [-6.178, -3.731, -2.224], [-3.781, -4.432, -1.360], [-3.072, -2.078, -0.936], [-2.840, -3.205, 0.446], [-4.687, -0.338, 1.823], [-3.656, 0.067, 0.511], [-3.023, -0.903, 1.842], [-5.745, -5.292, -0.247], [-5.795, -3.921, 0.677]],
  "mulliken_charge": [0.216, -1.671, 1.963, -1.161, 0.007, 0.481, -0.092, 0.301, -0.811, 0.361, -0.377, 0.459, -1.450, 0.330, 0.575, 0.415, 0.371, 0.108, 0.160, 0.105, -0.062, -1.060, -0.278, -0.219, 0.423, 0.278, 0.118, 0.345, 0.266, -0.018, -1.057, 0.027, 0.616, 0.230, 0.389, -0.024, 0.016, 0.397, -0.181, -1.501, 0.902, -0.480, 0.396, 0.398, 0.264, -0.599, 0.338, 0.172, -0.547, -0.046, -0.563, -0.270, 0.348, 0.462, 0.441, 0.036, 0.298, -0.842, 0.799, -1.385, 0.160, -0.912, 0.673, 0.008, -0.225, 0.563, 0.545, 0.445, 0.453, 0.347, 0.043, 0.351, -0.264, -0.684, -1.074, 0.606, -1.175, 0.256, -1.228, 1.427, -0.162, 0.643, -0.020, -0.435, 0.442, 0.330, 0.343, 0.435, 0.335, -0.496, -0.410, -1.348, 0.951, -0.607, -0.423, -0.547, -0.785, 0.300, 0.064, 0.420, 0.132, 0.447, 0.033, 0.242, 0.308, 0.183, 0.275, 0.310, -0.359, 0.430, -0.117, -0.318, -0.726, -0.322, 0.573, -0.097, -0.736, 0.323, 0.417, -0.250, 0.296, 0.247, 0.292, 0.229, -0.167, -1.255, 0.167, 0.457, -0.424, -0.018, -0.711, 0.276, 0.257, 0.398, 0.351, -0.487, 0.207, 0.291, -0.057, -0.059, 0.253, 0.248]
}

***

{
  "formula": "C4H12",
  "method": "wB97M-V/def2-TZVPD",
  "smiles": "CC.CC",
  "e_homo_ha": -0.4218,
  "spin_multiplicity": 1,
  "e_lumo_ev": 1.15,
  "species": ["C", "C", "H", "H", "H", "H", "H", "H", "C", "C", "H", "H", "H", "H", "H", "H"],
  "coordinates": [[0.618, 1.308, 1.054], [-0.391, 2.473, 0.924], [1.482, 1.536, 1.695], [0.159, 0.369, 1.345], [1.097, 1.017, 0.116], [-0.829, 2.516, 1.915], [-0.961, 2.241, 0.032], [0.087, 3.436, 0.758], [0.083, -1.137, -1.091], [-0.412, -2.560, -0.825], [-0.683, -0.375, -0.952], [0.963, -0.884, -0.508], [0.536, -1.129, -2.087], [0.190, -3.315, -1.339], [-1.389, -2.753, -1.277], [-0.549, -2.743, 0.241]],
  "mulliken_charge": [-0.914, -0.774, 0.384, 0.292, 0.240, 0.254, 0.255, 0.266, -0.672, -0.936, 0.229, 0.189, 0.346, 0.283, 0.282, 0.277]
}

***

{
  "formula": "C3H5NO3",
  "method": "wB97M-V/def2-TZVPD",
  "smiles": "C=[N+]([O-])OC(C)=O",
  "e_homo_ha": -0.3605,
  "spin_multiplicity": 1,
  "e_lumo_ev": 0.76,
  "species": ["C", "C", "C", "N", "O", "O", "O", "H", "H", "H", "H", "H"],
  "coordinates": [[1.216, -0.044, -1.803], [-0.005, 0.001, 0.789], [-0.998, -0.278, 1.884], [0.139, 0.584, -1.599], [-0.657, 0.105, -0.369], [-0.387, 1.531, -2.077], [1.179, 0.093, 0.933], [1.355, -1.024, -1.374], [1.726, -0.032, -2.769], [-0.439, -0.074, 2.719], [-1.364, -1.240, 1.886], [-1.765, 0.379, 1.782]],
  "mulliken_charge": [-0.406, 0.793, -1.207, 0.675, -0.337, -0.593, -0.525, 0.216, 0.316, 0.376, 0.321, 0.371]
}

***

Sequential max |F| output: 3.196, 5.634, 5.509, 1.252, 2.258, 1.945, 3.430 eV Å⁻¹
Sequential energy relative to the best compared isomer or geometry (same formula, charge and spin) output: 114.2, 120.7, 0.0, 8.8, 0.0, 11.7, 120.0 kcal/mol